[1]
Formula: C6H12O
Source: the Open Molecules 2025 dataset
Level of theory: ωB97M-V/def2-TZVPD

Output
energy above the lowest of the compared OMol25 structures with the same formula, charge and spin: 244.9 kJ/mol
E_HOMO: -8.54 eV

Geometry as ORCA input:
```
! RIJCOSX wB97M-V def2-TZVPD def2/J DEFGRID3
* xyz 0 1
O -0.09188 2.35934 1.57441
C 0.22663 0.39093 -0.95966
C 0.22831 -0.66173 0.15853
C 1.14671 -1.82523 -0.21666
C 0.46584 2.42935 0.37777
C -0.45316 1.72359 -0.58265
C -1.18185 -1.17006 0.46521
H -1.63610 -1.60823 -0.43349
H 2.17088 -1.48033 -0.39989
H 1.17993 -2.57723 0.58001
H -1.15829 -1.94619 1.23867
H -1.83979 -0.36926 0.81875
H 1.26235 0.60938 -1.25090
H 0.79152 -2.32163 -1.12912
H 0.62766 -0.19349 1.07005
H -0.26964 -0.02952 -1.84486
H -1.46336 1.55795 -0.18142
H -0.52705 2.34056 -1.48643
H 0.52129 2.77179 2.20168
*
```



[2]
Formula: C4H10FPS
Source: the Open Molecules 2025 dataset
Level of theory: ωB97M-V/def2-TZVPD

Output
SMILES: CCP(F)(=S)CC
energy above the lowest of the compared OMol25 structures with the same formula, charge and spin: 120.0 kJ/mol
E_HOMO: -9.35 eV

Geometry as ORCA input:
```
! RIJCOSX wB97M-V def2-TZVPD def2/J DEFGRID3
* xyz 0 1
S -1.35463 0.89633 -1.69858
P -0.20499 0.17050 -0.32503
F -1.08860 -1.30723 0.67530
C 0.78547 -1.78000 -2.03614
C 0.08376 1.18279 1.32181
C -1.29186 1.61361 1.95019
C 1.11355 -0.90060 -0.85761
H -1.90410 0.82844 1.98236
H 0.75846 1.99115 1.06646
H -1.02398 2.18742 2.75350
H 1.69981 -1.93131 -2.55591
H 1.83973 -0.18055 -1.05561
H 0.31637 -2.79923 -1.78072
H 0.03283 -1.21954 -2.70336
H 1.31873 -1.51154 0.12523
H 0.77758 0.47820 1.91312
H -1.85813 2.28157 1.22499
*
```



[3]
Formula: C32H47F13O8P2S2
Source: the Open Molecules 2025 dataset
Level of theory: ωB97M-V/def2-TZVPD

Output
SMILES: C#C[C@@](C)(OC[C@](CC)(COc1cc(C)ccc1C(C)C)O[C@@H](CCC(F)(F)C(F)(F)C(F)(F)C(F)(F)S(F)(F)(F)(F)F)[PH2]=S)P(=O)(O)O.CC(C)=O.CC(C)=O
E_HOMO: -8.45 eV

Geometry as ORCA input:
```
! RIJCOSX wB97M-V def2-TZVPD def2/J DEFGRID3
* xyz 0 1
S -0.07649 4.78099 4.45832
S 4.97505 3.76883 -1.25485
P -0.37566 3.95597 2.68889
P -4.94932 2.41596 -2.37611
F 3.32264 3.61881 -1.14371
F 6.90571 3.26612 1.24671
F 4.51921 3.84606 2.66766
F 4.86717 2.79514 -2.58732
F 4.90143 4.77907 0.00774
F 5.99280 1.38198 -0.95697
F 6.56711 3.94177 -1.47899
F 4.75798 5.05170 -2.23519
F 3.96401 1.56616 -0.21774
F 6.52937 1.13133 1.38608
F 5.90480 2.39781 3.54338
F 3.78767 1.40006 4.17993
F 4.02405 0.25620 2.28675
O -0.40613 1.17811 1.86103
O -2.99739 1.81020 -0.68203
O -1.19740 -7.02897 -3.12579
O -0.81445 0.20294 -1.58513
O -4.02534 3.77199 -2.73011
O -4.39061 1.20283 -3.35679
O 0.05266 -0.53895 5.46272
O -6.40408 2.67657 -2.48290
C -1.02661 0.14747 -0.17262
C 2.39418 2.00903 2.34455
C -4.94189 3.13831 0.30354
C -5.13520 0.62369 -0.30455
C -2.49257 -3.10988 -2.67369
C -2.24669 -1.82716 -2.01361
C -1.43478 -3.66170 -3.52387
C 4.99982 2.56036 2.48197
C 1.19221 -2.60830 5.71025
C -0.13919 -8.98388 -2.28775
C -4.41397 1.96796 -0.60924
C 1.01506 0.51991 -4.14021
C -0.20154 -2.90409 -3.71916
C -2.28924 2.20620 0.49092
C 3.83105 1.53968 2.77840
C 0.00541 -1.68918 5.84427
C -1.00449 -1.03759 -2.19237
C 0.25683 2.33217 -0.30085
C -1.24209 -2.25641 6.47137
C 0.03262 -1.58354 -3.08306
C -3.83813 -3.89212 -2.48207
C -0.81847 1.56535 0.56496
C 1.38071 -0.87344 -3.42335
C 2.33496 -0.63960 -2.18798
C -0.68858 -7.58447 -2.17645
C -0.19565 2.11570 2.90081
C 5.16853 2.22240 -0.20955
C 5.86387 2.34627 1.19081
C -0.58015 -6.90218 -0.83665
C -5.83419 -0.29159 0.01308
C 1.28865 1.85334 3.45903
C -0.36744 3.23352 -1.47132
H 0.93232 -3.46233 5.08176
H -1.03048 -2.58291 7.49128
H -2.00490 -0.30887 0.14819
H -4.28935 4.05536 0.28708
H 1.02972 1.65216 -0.76728
H 2.29552 -1.46278 -1.42853
H 1.45272 0.58074 -5.17014
H -1.01465 -5.90364 -0.90374
H 0.46922 -6.80903 -0.55025
H -1.53815 -4.64692 -4.03997
H -5.98972 3.41037 -0.00004
H 0.51283 3.54843 -2.10648
H -1.12661 -7.47277 -0.08302
H 1.49652 2.40039 4.40890
H -0.22666 -0.53678 0.25805
H -6.58611 -1.04850 0.31398
H -3.53302 0.89583 -2.98176
H -0.86533 4.12383 -1.00998
H -4.95573 2.77364 1.37188
H 0.60003 -3.32678 -4.37786
H -0.66609 -9.64647 -1.59846
H -0.28490 -9.34927 -3.30470
H -3.84445 -4.46007 -1.51283
H 1.95122 -1.47607 -4.18734
H -1.04841 2.63282 -2.13384
H -4.10680 3.99217 -3.67709
H -3.94224 -4.57140 -3.37583
H -2.20439 3.32336 0.48995
H 2.01678 -2.06819 5.24349
H 1.28048 0.75517 3.73421
H -3.06657 -1.43393 -1.35326
H 2.14403 0.34918 -1.67930
H -4.68052 -3.14586 -2.51504
H -0.85195 1.82695 3.78105
H -0.10645 0.59192 -4.23337
H -1.60926 -3.09493 5.87647
H 0.54560 4.59235 1.81481
H 3.38699 -0.55808 -2.59791
H 1.33446 1.39996 -3.51242
H 2.34099 3.04375 1.91866
H 0.88303 3.06345 0.29526
H 0.92964 -8.98282 -2.06543
H 2.08250 1.31674 1.50601
H -2.79518 1.85553 1.44449
H -2.01282 -1.48573 6.50343
H -1.69236 4.39917 2.31805
H 1.51129 -2.95038 6.69654
*
```



[4]
Formula: C3H5N3O
Source: the Open Molecules 2025 dataset
Level of theory: ωB97M-V/def2-TZVPD

Output
SMILES: N=C=CNC(N)=O
energy above the lowest of the compared OMol25 structures with the same formula, charge and spin: 260.7 kJ/mol
E_HOMO: -8.61 eV

Geometry as ORCA input:
```
! RIJCOSX wB97M-V def2-TZVPD def2/J DEFGRID3
* xyz 0 1
O 0.29784 2.39409 -1.08291
N 0.37155 0.14661 -1.25570
N -0.62851 1.10378 0.64056
N -0.17845 -1.30292 1.57870
C 0.26823 -1.12876 -0.79853
C 0.02143 1.33095 -0.54362
C 0.43871 -1.49275 0.49831
H 0.16769 -1.90330 -1.54826
H -0.76330 0.05298 1.22637
H -0.80414 2.02022 1.05542
H 0.55199 0.30708 -2.23585
H 0.25695 -1.52797 2.46550
*
```



[5]
Formula: C40H44AlN5P2S5Se2
Source: the Open Molecules 2025 dataset
Level of theory: ωB97M-V/def2-TZVPD

Output
E_HOMO: -6.71 eV

Geometry as ORCA input:
```
! RIJCOSX wB97M-V def2-TZVPD def2/J DEFGRID3
* xyz 0 1
Se -0.30887 0.12606 -2.35674
Se -4.09764 -5.47396 0.08485
S 4.68358 -4.58558 -0.99313
S 3.28702 -7.24264 -0.82150
S 1.41551 -1.74646 -0.27894
S 4.90236 -1.61886 -0.94053
S 1.82225 -4.63675 -0.43515
P -4.54934 -3.58880 -0.68052
P -2.05059 -1.01803 -2.48003
Al 0.00000 0.00000 0.00000
N -2.81072 -2.53948 1.18267
N 1.33822 1.27554 4.26781
N 0.27946 -0.07897 1.91258
N -1.42251 -1.18567 0.20492
N -1.77876 -1.73404 1.35139
C -3.19315 1.48502 -3.27511
C 4.14926 2.80501 -1.79342
C -6.49311 -1.65768 -0.05854
C -0.21043 -4.18372 -4.36272
C -3.13859 -2.52764 -0.12328
C 1.47857 1.22481 -0.16547
C -0.58173 -3.22018 -3.42037
C 3.89671 -3.03755 -0.78167
C 3.04074 4.36161 -0.16964
C -7.82344 -3.19630 1.85602
C 3.53530 2.92389 -0.39007
C -6.22970 -3.63146 -2.95934
C -4.01773 -4.56817 -3.26923
C -6.70918 -3.72023 1.19245
C 3.25964 -5.57182 -0.75610
C -1.60533 -2.30766 -3.71135
C 2.39577 1.98251 -0.26567
C -4.24381 2.30888 -3.69324
C 1.72440 -0.02679 2.18274
C -4.69842 -0.39973 -3.22169
C -3.41456 0.11586 -3.03378
C -4.34469 -4.88887 -4.59096
C -6.03552 -2.95302 0.22570
C -6.54695 -3.93940 -4.28500
C -0.14725 1.19851 4.04665
C -8.27220 -1.90632 1.56329
C -5.60471 -4.56843 -5.10094
C -0.43992 1.03856 2.54296
C -2.25049 -1.64466 -0.75104
C -4.95664 -3.93447 -2.44610
C -7.60671 -1.13705 0.60631
C 4.91159 -1.05385 0.77605
C 2.07438 0.10501 3.67689
C 4.60058 2.58359 0.66339
C -0.85273 -4.23265 -5.60309
C -1.86855 -3.31939 -5.90064
C 2.56437 -3.03325 -0.53028
C -2.24887 -2.36069 -4.95585
C -5.52214 1.77707 -3.87494
C -5.74946 0.42045 -3.63901
H -1.51592 0.89535 2.39639
H 4.99561 3.49048 -1.91538
H 4.19482 2.65733 1.67943
H -3.03323 -1.65842 -5.20227
H 3.94625 -0.63956 1.07237
H -0.17460 1.96587 2.02047
H -0.51326 0.34363 4.62468
H 1.53992 1.34551 5.27312
H 4.97562 1.56104 0.53582
H 1.69180 2.13975 3.83632
H 2.19351 -0.93054 1.77900
H -0.99803 1.23138 0.19667
H -9.13417 -1.50275 2.07862
H 2.15382 0.81972 1.63293
H 2.27628 4.63795 -0.90567
H 3.41389 3.04064 -2.57199
H -6.97932 -3.15924 -2.34117
H 5.45689 3.26406 0.59570
H -4.87953 -1.43720 -3.04640
H -6.73810 0.00298 -3.77953
H 0.57836 -4.88847 -4.13354
H -3.04086 -4.82802 -2.88308
H 5.17934 -1.87084 1.45238
H -2.36397 -3.35659 -6.86208
H -6.38718 -4.71980 1.44125
H 4.51249 1.78834 -1.98526
H -0.07243 -3.18350 -2.46563
H 3.14177 0.29200 3.82480
H -8.33893 -3.79137 2.59881
H -4.06604 3.36077 -3.87666
H -0.11373 -0.99068 2.24644
H -0.56230 -4.97634 -6.33368
H 3.86263 5.08146 -0.25576
H -5.85330 -4.81452 -6.12508
H -5.98541 -1.04986 -0.79401
H -0.57694 2.12254 4.44384
H -3.62135 -5.38841 -5.22109
H 1.77351 -0.78199 4.24407
H -2.21903 1.92991 -3.14520
H -6.33438 2.41475 -4.19875
H -7.52684 -3.69865 -4.67645
H -7.95250 -0.13667 0.38034
H 2.59416 4.48200 0.82465
H 5.66150 -0.26485 0.88243
*
```



Number 1: Kohn-Sham gap 9.46 eV. Number 2: Kohn-Sham gap 9.87 eV. Number 3: Kohn-Sham gap 7.57 eV. Number 4: Kohn-Sham gap 8.70 eV. Number 5: Kohn-Sham gap 5.63 eV.